[1]
# C2H5NO

One molecule with the formula C2H5NO (wB97M-V/def2-TZVPD, the Open Molecules 2025 dataset).

Last column: natural (NBO) charge in e.
Geometry (Å):
O1 0.227659 0.968733 1.228042  -0.73
N1 -0.623041 -0.526231 -0.576663  -0.41
H1 -0.195502 1.722209 0.651516  0.46
H2 -1.333167 -0.200456 1.555053  0.18
C1 -0.502979 -0.219094 0.859967  0.04
H3 0.364693 -0.635003 -2.353210  0.17
C2 0.493660 -0.242559 -1.419887  -0.08
H4 0.079947 -1.057566 1.214460  0.18
H5 1.488730 0.189967 -1.159278  0.18

Atomic forces in eV per Å
-1.08 1.74 -2.40
4.77 1.83 -3.06
1.23 -2.02 1.75
-1.33 -0.24 -1.15
1.89 0.39 0.09
-0.38 -0.72 -2.47
-4.43 -0.64 6.61
0.46 -0.24 0.36
-1.12 -0.10 0.28

F_max in Eh/bohr: 0.1552
Relative energy (zero: lowest compared OMol25 entry of this formula, charge and spin) in kcal/mol: 71.5
E_tot in Ha: -209.1084
Multiplicity: 1
Frontier orbital gap in eV: 10.5
HOMO in eV: -10.09

***

[2]
# C22H20BrN2O

A 2-piece molecular cluster, C22H20BrN2O overall (wB97M-V/def2-TZVPD, the Open Molecules 2025 dataset).

Last column: natural (NBO) charge in e.
Geometry (Å):
H1 2.454341 2.206572 -1.168313  0.24
H2 -0.212274 -1.951722 -0.816588  0.21
C1 3.271725 -1.519863 -1.700014  -0.33
H3 1.206915 -1.805516 -1.988760  0.22
C2 -4.797486 -1.909846 -1.474631  -0.65
H4 -5.433759 -1.659764 -0.624764  0.25
C3 -2.302797 -1.988144 -1.130154  -0.25
N1 1.577615 1.500225 1.934453  0.05
H5 0.843010 -0.351704 2.383987  0.24
C4 -2.136375 0.751134 -1.444883  -0.08
H6 -0.028184 3.248313 2.356806  0.21
C5 3.980528 0.747203 -1.306232  -0.27
H7 -1.499535 -0.675245 3.219513  0.21
H8 -2.188856 4.205876 3.083777  0.24
C6 0.639303 0.701009 2.337050  -0.23
H9 -5.309445 -1.578512 -2.379876  0.24
C7 -1.074018 -1.371118 -1.083840  -0.05
C8 -0.606021 1.219683 2.736063  0.00
C9 -3.357005 0.125588 -1.481466  -0.23
H10 -2.378501 -3.054879 -0.998184  0.23
C10 1.970652 -1.105417 -1.713466  -0.02
C11 -0.822658 2.608108 2.700165  -0.22
C12 0.293553 0.719687 -1.353275  0.14
H11 -3.644239 0.312081 3.935957  0.23
H12 7.030079 -2.442381 -1.403639  0.23
C13 5.946196 -2.320334 -1.450373  -0.26
Br1 -4.663147 3.057500 4.127851  0.09
C14 4.319886 -0.610475 -1.465447  0.43
O1 5.659640 -0.942084 -1.385874  -0.44
H13 -4.709953 -2.996131 -1.523060  0.23
H14 4.778534 1.453943 -1.167855  0.25
H15 3.501781 -2.553082 -1.885044  0.24
H16 -4.250431 0.706975 -1.625719  0.23
C15 1.616082 0.242954 -1.455543  -0.22
C16 -0.943895 0.016304 -1.298763  -0.20
C17 -2.842182 0.941819 3.589440  -0.22
H17 0.203391 1.792043 -1.310251  0.22
N2 2.386091 2.280531 1.584886  -0.03
C18 -3.031136 2.310242 3.552493  -0.10
C19 -3.463761 -1.255088 -1.358077  0.11
H18 5.494227 -2.834955 -0.599993  0.19
H19 5.586191 -2.737804 -2.392083  0.19
H20 -2.077024 1.821266 -1.541825  0.23
C20 -1.646903 0.390459 3.188200  -0.21
C21 -2.022787 3.141170 3.104937  -0.22
C22 2.682649 1.163392 -1.307569  -0.07

Atomic forces in eV per Å
0.03 0.18 0.06
0.08 -0.18 0.05
0.42 -0.39 0.00
-0.02 -0.22 -0.06
-0.11 -0.35 -0.06
-0.01 0.06 0.02
0.29 -0.01 -0.02
3.05 2.50 -1.18
0.40 -0.18 -0.08
0.08 0.09 0.01
0.04 0.28 -0.01
0.64 -0.05 0.02
-0.01 -0.26 0.05
0.04 0.15 -0.01
1.46 -0.56 -0.63
0.01 0.06 0.06
-0.09 -0.11 0.10
-1.85 1.21 0.57
0.04 0.27 -0.05
0.05 -0.17 0.11
0.05 0.22 -0.03
0.00 -0.65 0.00
0.17 -0.72 0.03
-0.09 -0.15 0.08
-0.21 0.20 0.01
0.36 -0.79 -0.06
-0.07 -0.01 0.00
1.24 0.17 0.30
-2.59 1.21 -0.16
0.01 0.08 0.05
0.19 0.17 0.04
-0.07 -0.19 -0.09
-0.19 0.17 -0.02
-0.40 -0.06 -0.11
0.19 -0.04 0.15
-0.38 -0.08 0.11
-0.04 0.37 0.02
-3.12 -3.02 1.32
-0.01 0.00 0.02
-0.12 0.06 -0.15
0.01 -0.09 -0.07
0.07 -0.10 0.04
-0.02 0.26 -0.09
0.70 0.41 -0.35
-0.19 0.34 0.03
-0.05 -0.08 -0.02

F_max in Eh/bohr: 0.0882
Total charge: +1
E_tot in Ha: -3608.7791
Multiplicity: 1
Frontier orbital gap in eV: 4.8
HOMO in eV: -10.22

***

[3]
# C5H7Cl

A 2-piece molecular cluster, C5H7Cl overall (wB97M-V/def2-TZVPD, the Open Molecules 2025 dataset).

Last column: natural (NBO) charge in e.
Geometry (Å):
H1 -0.494180 0.014165 -1.736577  0.19
H2 -1.063166 2.650419 0.695411  0.19
H3 -1.670288 -2.487731 -0.383356  0.17
H4 0.007058 2.168362 1.870761  0.19
H5 0.043634 -2.562251 0.357511  0.16
H6 0.854579 1.270409 -2.129689  0.20
Cl1 2.603160 -0.623883 0.148591  0.10
C1 0.462486 1.257654 0.026286  -0.07
H7 -1.275823 -2.357212 1.431335  0.16
C2 -0.948885 -2.269961 0.423044  -0.48
C3 -0.198562 2.080746 0.891896  -0.34
C4 0.454949 0.671075 -1.385054  -0.43
C5 1.225037 0.188202 -0.210154  -0.05

Atomic forces in eV per Å
2.20 1.55 0.80
-0.75 0.53 -1.17
0.63 0.36 0.50
1.39 -0.19 3.35
1.79 -0.27 -0.75
1.01 0.91 -1.47
1.02 -0.76 0.43
-1.60 0.36 0.67
-0.68 0.33 0.60
-1.69 -0.39 -0.36
0.04 -0.69 -2.67
-3.20 -2.48 1.23
-0.16 0.74 -1.17

F_max in Eh/bohr: 0.0822
Relative energy (zero: lowest compared OMol25 entry of this formula, charge and spin) in kcal/mol: 140.1
E_tot in Ha: -654.6672
Multiplicity: 1
Frontier orbital gap (spin up / spin down) in eV: 7.7 / 8.4
HOMO (spin up / spin down) in eV: -7.79 / -9.10

***

[4]
# C3H5O2Sm

C3H5O2Sm as an isolated structure (wB97M-V/def2-TZVPD, the Open Molecules 2025 dataset).

Last column: Löwdin spin population.
Geometry (Å):
H1 -2.263843 1.462942 -0.255141  0.01
H2 -3.681188 0.571273 0.591084  0.00
C1 -2.703011 0.535402 0.114938  0.00
H3 -2.424476 -1.600102 0.244068  0.00
C2 0.031007 -1.697138 -0.138110  0.01
C3 -2.008851 -0.595143 0.168634  0.00
Sm1 1.556401 1.416823 -0.034353  6.85
O1 -0.668097 -0.581426 -0.204890  0.03
O2 1.275861 -1.265426 -0.118363  0.06
H4 1.910405 -1.992948 -0.086045  0.01
H5 0.533775 1.562710 1.776448  0.02

Atomic forces in eV per Å
-0.02 -0.24 0.41
0.05 -0.12 -0.61
0.39 -0.20 0.58
0.23 0.29 0.69
-0.83 -0.42 0.33
-0.83 0.01 -1.15
0.21 0.12 -0.33
0.39 0.37 0.05
0.85 0.30 -0.29
-0.22 -0.15 -0.03
-0.23 0.04 0.35

F_max in Eh/bohr: 0.0276
E_tot in Ha: -925.5003
Multiplicity: 8
Frontier orbital gap (spin up / spin down) in eV: 4.7 / 7.8
HOMO (spin up / spin down) in eV: -4.49 / -7.69

***

- Look up the E_tot of the third one.
  -654.6672 Ha

***

- Among the records above, which one has the highest multiplicity?
  C3H5O2Sm

***

Repeat the third record exactly.
# C5H7Cl

A 2-piece molecular cluster, C5H7Cl overall (wB97M-V/def2-TZVPD, the Open Molecules 2025 dataset).

Last column: natural (NBO) charge in e.
Geometry (Å):
H1 -0.494180 0.014165 -1.736577  0.19
H2 -1.063166 2.650419 0.695411  0.19
H3 -1.670288 -2.487731 -0.383356  0.17
H4 0.007058 2.168362 1.870761  0.19
H5 0.043634 -2.562251 0.357511  0.16
H6 0.854579 1.270409 -2.129689  0.20
Cl1 2.603160 -0.623883 0.148591  0.10
C1 0.462486 1.257654 0.026286  -0.07
H7 -1.275823 -2.357212 1.431335  0.16
C2 -0.948885 -2.269961 0.423044  -0.48
C3 -0.198562 2.080746 0.891896  -0.34
C4 0.454949 0.671075 -1.385054  -0.43
C5 1.225037 0.188202 -0.210154  -0.05

Atomic forces in eV per Å
2.20 1.55 0.80
-0.75 0.53 -1.17
0.63 0.36 0.50
1.39 -0.19 3.35
1.79 -0.27 -0.75
1.01 0.91 -1.47
1.02 -0.76 0.43
-1.60 0.36 0.67
-0.68 0.33 0.60
-1.69 -0.39 -0.36
0.04 -0.69 -2.67
-3.20 -2.48 1.23
-0.16 0.74 -1.17

F_max in Eh/bohr: 0.0822
Relative energy (zero: lowest compared OMol25 entry of this formula, charge and spin) in kcal/mol: 140.1
E_tot in Ha: -654.6672
Multiplicity: 1
Frontier orbital gap (spin up / spin down) in eV: 7.7 / 8.4
HOMO (spin up / spin down) in eV: -7.79 / -9.10